C48H64BCoN4O6S2Sb | ωB97M-V/def2-TZVPD

Last column: Mulliken charge in e.
CARTESIAN COORDINATES (ANGSTROEM)
Co1 -0.34 0.37 -0.30  -1.19
O1 2.28 -1.53 1.37  -0.81
S1 1.49 -0.29 1.22  0.94
O2 1.76 0.62 2.31  -0.81
O3 -0.01 -0.64 1.22  -0.55
O4 1.69 0.32 -0.12  0.18
C1 6.71 -0.46 -1.76  -1.64
C2 5.23 -0.43 -2.02  1.11
C3 4.59 0.76 -2.35  -1.19
C4 3.22 0.80 -2.53  -0.18
C5 2.48 -0.36 -2.35  0.18
C6 3.10 -1.56 -2.05  -0.34
C7 4.47 -1.59 -1.89  -0.99
S2 0.70 -0.41 -2.57  1.52
O5 0.60 -0.60 -4.01  -0.87
O6 0.16 -1.51 -1.79  0.34
N1 -0.18 0.83 -2.08  0.64
C8 0.13 2.14 -2.40  -0.02
C9 0.40 2.58 -3.69  -0.17
C10 0.63 3.94 -3.90  -1.15
C11 0.62 4.83 -2.84  -1.01
C12 0.38 4.40 -1.52  1.07
C13 0.36 5.24 -0.39  -0.97
C14 0.13 4.66 0.85  -1.27
C15 -0.12 3.30 0.96  -0.16
N2 -0.14 2.48 -0.09  0.56
C16 0.13 3.02 -1.31  -0.36
H1 7.23 0.31 -2.33  0.39
H2 7.12 -1.44 -2.00  0.40
H3 6.90 -0.27 -0.70  0.28
H4 5.17 1.67 -2.45  0.36
H5 2.72 1.73 -2.77  0.30
H6 2.50 -2.45 -1.92  0.00
H7 4.95 -2.52 -1.63  0.37
H8 0.40 1.86 -4.49  0.57
H9 0.83 4.30 -4.90  0.41
H10 0.79 5.89 -3.03  0.41
H11 0.54 6.30 -0.48  0.52
H12 0.15 5.27 1.73  0.46
H13 -0.29 2.83 1.92  0.71
C17 0.90 -5.19 -2.10  -0.87
C18 1.57 -5.15 -0.74  -0.90
Sb1 0.65 -3.50 0.50  0.25
C19 -1.46 -4.30 0.26  -0.05
C20 -1.69 -5.77 0.58  -1.55
C21 1.46 -4.34 2.40  -0.45
C22 1.18 -5.79 2.78  -1.17
H14 1.40 -5.91 -2.77  0.46
H15 0.91 -4.21 -2.56  0.03
H16 -0.14 -5.49 -1.99  0.18
H17 2.64 -4.95 -0.82  0.44
H18 1.43 -6.09 -0.19  0.45
H19 -1.68 -4.10 -0.79  0.17
H20 -2.12 -3.67 0.86  0.18
H21 -1.07 -6.42 -0.04  0.29
H22 -2.74 -6.04 0.41  0.43
H23 -1.46 -5.99 1.62  0.25
H24 1.14 -3.67 3.20  0.14
H25 2.53 -4.18 2.26  0.52
H26 0.15 -5.92 3.12  0.23
H27 1.84 -6.10 3.60  0.37
H28 1.35 -6.47 1.95  0.22
C23 -2.38 -3.14 3.65  -1.80
C24 -1.72 -1.80 3.28  3.72
C25 -0.42 -1.57 4.07  -1.54
C26 -2.69 -0.67 3.54  0.41
C27 -3.06 -0.49 4.87  -0.42
C28 -3.97 0.48 5.25  -1.41
C29 -4.48 1.31 4.28  -0.79
C30 -4.13 1.17 2.95  0.48
C31 -4.74 2.16 1.98  2.82
C32 -4.41 3.60 2.39  -1.69
C33 -6.26 1.97 1.88  -1.76
C34 -3.25 0.14 2.54  -0.57
N3 -3.16 -0.11 1.12  0.77
B1 -2.33 0.26 -0.02  2.01
N4 -3.25 0.20 -1.15  1.05
C35 -4.46 -0.32 -0.70  -1.28
C36 -4.41 -0.51 0.62  -1.45
C37 -3.16 0.61 -2.52  -0.70
C38 -2.86 -0.35 -3.51  0.07
C39 -2.68 0.06 -4.82  -0.20
C40 -2.78 1.39 -5.18  -1.59
C41 -3.17 2.31 -4.23  -0.47
C42 -3.41 1.95 -2.90  1.01
C43 -4.00 3.06 -2.04  0.18
C44 -5.40 2.69 -1.53  -1.45
C45 -3.08 3.55 -0.93  -0.35
C46 -2.71 -1.82 -3.16  3.33
C47 -4.07 -2.51 -2.96  -1.82
C48 -1.96 -2.63 -4.22  -2.23
H29 -1.73 -3.96 3.34  0.24
H30 -3.34 -3.25 3.16  0.37
H31 -2.54 -3.21 4.73  0.46
H32 -1.48 -1.80 2.22  -1.91
H33 0.34 -1.14 3.42  0.01
H34 -0.05 -2.51 4.48  0.34
H35 -0.58 -0.88 4.90  0.50
H36 -2.64 -1.14 5.62  0.40
H37 -4.26 0.58 6.29  0.39
H38 -5.19 2.08 4.57  0.31
H39 -4.31 2.00 0.99  -1.53
H40 -4.80 3.84 3.37  0.36
H41 -4.84 4.30 1.67  0.40
H42 -3.33 3.74 2.40  0.33
H43 -6.74 2.14 2.84  0.42
H44 -6.50 0.96 1.55  0.31
H45 -6.69 2.67 1.16  0.37
H46 -5.30 -0.48 -1.36  0.65
H47 -5.16 -0.91 1.28  0.83
H48 -2.42 -0.66 -5.58  0.38
H49 -2.59 1.71 -6.20  0.37
H50 -3.29 3.35 -4.51  0.37
H51 -4.15 3.90 -2.72  0.56
H52 -5.37 1.83 -0.86  0.11
H53 -6.06 2.45 -2.37  0.41
H54 -5.82 3.53 -0.99  0.49
H55 -2.73 2.74 -0.31  -0.45
H56 -3.60 4.29 -0.32  0.63
H57 -2.21 4.03 -1.37  0.02
H58 -2.14 -1.87 -2.23  -1.61
H59 -4.77 -2.22 -3.75  0.35
H60 -4.51 -2.28 -1.99  0.46
H61 -3.94 -3.59 -3.00  0.45
H62 -2.56 -2.74 -5.13  0.58
H63 -1.76 -3.63 -3.83  0.31
H64 -1.02 -2.16 -4.46  0.35

The value obtained for the lowest unoccupied orbital energy (spin up / spin down) is 1.6 / 1.6 eV. Its charge is -1. The calculation puts the total energy at -135574.58896 eV. Its largest force on an atom is 3.6 eV/Å. For the HOMO energy (spin up / spin down), the calculation gives -3.929 / -3.931 eV. The calculation puts the gap between HOMO and LUMO (spin up / spin down) at 0.203 / 0.203 Eh.